Record 1
Here is a cluster of 9 separate species, C29H44Cl4F2O5 in total from the Open Molecules 2025 dataset. Energies are from ωB97M-V/def2-TZVPD.

Computed properties:
Total charge ... 0
HOMO energy ... -8.92 eV
LUMO ... 0.0100 Ha
Orbital gap ... 0.3380 Eh

Geometry as XYZ:
```
84
C29H44Cl4F2O5 ωB97M-V/def2-TZVPD
F -1.38169 -2.70558 1.64841
C -1.91765 -3.28398 0.57611
C -2.31299 -2.51077 -0.48606
C -2.77401 -3.15161 -1.62615
C -2.85609 -4.53619 -1.68577
C -2.41017 -5.29032 -0.60637
C -1.88739 -4.65898 0.51114
H -2.21747 -1.43297 -0.47189
H -2.94703 -2.54730 -2.50861
H -3.16537 -4.99350 -2.61781
H -2.40442 -6.37366 -0.63753
H -1.54141 -5.18369 1.39366
F -1.64867 3.25555 6.78071
C -1.70993 2.19483 5.93612
C -0.72996 2.07378 4.94629
C -0.73791 0.96440 4.12591
C -1.70934 0.00342 4.27048
C -2.74833 0.22202 5.18462
C -2.71158 1.27929 6.08281
H 0.05561 2.81772 4.92478
H -0.01152 0.89100 3.32312
H -1.71034 -0.92694 3.72562
H -3.45788 -0.58542 5.34669
H -3.45127 1.41877 6.86103
C -2.76142 5.43314 -1.67410
Cl -3.12284 3.69560 -1.64516
Cl -4.08993 6.36033 -2.40688
H -2.70458 5.78314 -0.65449
H -1.85151 5.59407 -2.22963
C 5.10177 -2.08449 -1.81003
Cl 5.60410 -1.95741 -3.50999
Cl 5.34788 -0.56251 -0.92415
H 4.04192 -2.27644 -1.77151
H 5.73746 -2.83781 -1.37577
C 1.74811 -0.41758 -0.84754
C 0.37662 0.09206 -0.48983
O -0.21392 -0.27216 0.49696
C -0.08125 1.19515 -1.40192
H 1.79163 -0.70848 -1.89855
H 2.03768 -1.28010 -0.24637
H 2.43822 0.39725 -0.62341
H -0.94859 1.74265 -1.02710
H -0.31465 0.79877 -2.39435
H 0.77530 1.86143 -1.51950
C 4.04525 3.13588 -3.05557
C 4.37453 4.48886 -3.61900
O 3.84439 4.87224 -4.61453
C 5.35505 5.35392 -2.87225
H 4.17697 2.32032 -3.76639
H 2.98753 3.13481 -2.76897
H 4.59807 2.86065 -2.15396
H 5.37543 6.32568 -3.37390
H 6.37231 4.96447 -2.91857
H 5.04990 5.51560 -1.83907
C -5.62078 1.93915 1.96459
C -4.18254 2.14990 2.38612
O -3.92313 2.95852 3.25235
C -3.09854 1.51032 1.54425
H -6.25970 2.42918 2.69529
H -5.91641 0.88630 1.90726
H -5.76592 2.34347 0.96075
H -2.14524 1.91899 1.87744
H -3.23923 1.71112 0.48766
H -3.02637 0.45384 1.81929
C 2.17369 -2.89024 4.91821
C 2.59417 -2.10805 3.70274
O 3.38369 -1.21210 3.76588
C 1.98017 -2.51605 2.38606
H 2.86826 -2.77652 5.74222
H 2.06330 -3.94485 4.65151
H 1.17878 -2.55114 5.22694
H 0.97811 -2.11736 2.26442
H 2.06703 -3.59148 2.22025
H 2.56991 -2.06558 1.58066
C 0.31123 -2.17619 -6.42066
C 0.63906 -1.71960 -5.03486
O 0.97400 -0.58077 -4.80705
C 0.50009 -2.72407 -3.93458
H 0.97484 -2.97669 -6.75397
H 0.39186 -1.32742 -7.10459
H -0.71490 -2.53263 -6.55932
H 0.30973 -2.23551 -2.97420
H 1.45942 -3.21528 -3.71279
H -0.22917 -3.50816 -4.11362
```

=====

Record 2
Here is a structure of composition C29H44ClN5O2PtS2 from the Open Molecules 2025 dataset. Energies are from ωB97M-V/def2-TZVPD.

Computed properties:
Total charge ... -2
Spin multiplicity ... 5
Energy relative to the best compared isomer or geometry (same formula, charge and spin) ... 0.0 kcal/mol
<S²> ... 6.026
HOMO energy (spin up / spin down) ... 2.53 / -3.55 eV
LUMO (spin up / spin down) ... 0.1393 / 0.0778 Ha
Orbital gap (spin up / spin down) ... 0.0463 / 0.2082 Eh

Geometry as XYZ:
```
84
C29H44ClN5O2PtS2 ωB97M-V/def2-TZVPD
Pt 0.82847 0.36045 1.06689
Cl -1.04554 -0.05448 -0.25479
C 3.77539 1.32471 3.73111
C 2.07915 0.57427 2.49544
N 2.68677 1.69145 2.97940
H 4.46899 -0.65424 4.32581
N 2.67117 -0.46603 3.13100
H 4.50327 1.99914 4.13632
C 2.30322 3.06922 2.62514
C 3.15779 4.01764 3.44512
C 2.57040 3.30896 1.14875
H 4.22473 3.92403 3.20707
H 2.85108 5.04672 3.22380
H 2.99923 3.86469 4.51809
H 0.58771 4.32674 2.76341
H 0.68724 3.10313 4.04322
H 1.80267 2.85465 0.51008
C 0.83881 3.27842 2.97189
H 3.53231 2.86804 0.86636
H 2.60230 4.39425 0.97145
H 0.16705 2.62416 2.40059
C 3.76633 -0.02007 3.82527
C 3.14904 -2.30256 1.61892
H 4.21984 -2.08445 1.72384
H 3.02263 -3.38451 1.47719
C 2.37186 -1.87483 2.85561
H 0.71241 -3.09145 2.38367
C 2.85576 -2.70084 4.02997
H 2.35633 -2.40238 4.95607
H 2.79541 -1.78239 0.72193
H 0.44888 -1.40507 1.84451
H 3.94144 -2.65046 4.16588
H 2.59535 -3.74655 3.83965
C 0.87936 -2.04581 2.66649
H 0.36179 -1.82178 3.60283
C -6.43959 -0.29491 -3.31002
N -5.31944 0.19060 -2.64673
H -7.26195 -2.31816 -3.34770
N -5.45125 -1.88875 -2.17184
H -7.09275 0.28532 -3.93959
C -4.93197 1.59862 -2.54898
C -5.75516 2.40535 -3.53033
C -5.23164 2.05640 -1.12870
H -6.82294 2.34723 -3.28586
H -5.45217 3.45392 -3.44284
H -5.58938 2.07609 -4.56353
H -3.17375 2.78071 -2.77068
H -3.21524 1.35864 -3.83897
H -4.68285 1.46035 -0.39151
C -3.44344 1.71686 -2.82861
H -6.30832 1.98672 -0.93218
H -4.94265 3.10771 -1.03145
H -2.84760 1.15173 -2.10407
C -6.52578 -1.60834 -3.00842
C -5.58974 -2.95212 -0.00674
H -6.65900 -2.72532 0.09223
H -5.39320 -3.88435 0.53448
C -5.23061 -3.15579 -1.47359
H -3.58992 -4.44550 -1.02521
C -6.14421 -4.20516 -2.06901
H -5.95998 -4.36020 -3.13764
H -4.99699 -2.14681 0.43929
H -3.11412 -2.73108 -1.22670
H -7.19761 -3.94627 -1.91559
H -5.97216 -5.15277 -1.55205
C -3.76203 -3.52812 -1.60476
H -3.50725 -3.73062 -2.65171
C -4.70603 -0.78575 -1.94372
O 6.29444 -0.43229 1.40097
S 5.78685 0.71820 0.68185
O 6.20866 2.04556 1.07720
N 4.16078 0.65815 0.53310
C 3.73482 0.36649 -0.70050
S 2.07353 0.15232 -1.00905
C 4.81159 0.26489 -1.68618
C 4.79599 0.01755 -3.06550
C 6.00218 0.02249 -3.77106
C 7.22245 0.27365 -3.10898
C 7.24638 0.50482 -1.72498
C 6.03681 0.48881 -1.05026
H 3.83927 -0.17015 -3.54828
H 6.00895 -0.16651 -4.84773
H 8.15932 0.28853 -3.66920
H 8.16010 0.70847 -1.16665
```

=====

Record 3
Here is a cluster of 9 separate species, C29H45BBrO27P in total from the Open Molecules 2025 dataset. Energies are from ωB97M-V/def2-TZVPD.

Computed properties:
Total charge ... 0
HOMO energy ... -9.84 eV
LUMO ... -0.0337 Ha
Orbital gap ... 0.3279 Eh

Geometry as XYZ:
```
104
C29H45BBrO27P ωB97M-V/def2-TZVPD
C 3.74374 -1.00444 1.01399
C 2.74265 -0.66645 2.30598
B 1.46303 0.18717 1.63894
C 0.08527 -0.72371 1.37591
Br 0.16481 -1.31076 -0.56110
C -1.30389 0.06247 1.74809
C -2.27837 0.36589 0.43496
P 1.63498 2.04180 1.19420
O 2.90037 2.15120 0.20428
O 1.86956 3.11058 2.54814
O 0.25552 2.65287 0.26573
H 3.14887 -1.48820 0.10228
H 4.50953 -1.82649 1.36969
H 4.29582 -0.02168 0.67883
H 3.30323 -0.05889 3.14414
H 2.37912 -1.73542 2.69351
H 0.14789 -1.69812 2.05519
H -1.16604 1.09358 2.28679
H -1.90596 -0.64320 2.49809
H -2.65334 -0.62703 -0.07716
H -1.71097 1.02664 -0.36961
H -3.24861 0.96092 0.79353
H 2.31903 2.66423 3.32422
H 0.68480 3.27039 -0.42446
C -2.11741 6.83565 -1.70691
C -2.78471 5.61661 -1.15769
O -1.99285 4.55747 -1.66100
C -0.75874 5.07662 -1.92766
O 0.22157 4.40999 -2.21449
O -0.76472 6.43824 -1.83048
H -2.20898 7.69693 -1.03949
H -2.49697 7.11021 -2.69667
H -2.76301 5.58530 -0.06323
H -3.82028 5.52118 -1.49553
C -3.05031 3.19481 5.04570
C -2.72935 3.82833 3.73093
O -3.62529 3.19522 2.83729
C -4.67643 2.74400 3.58237
O -5.71153 2.29947 3.11477
O -4.41850 2.85608 4.91818
H -2.89673 3.87789 5.88562
H -2.47453 2.28000 5.22084
H -2.92728 4.90541 3.72639
H -1.69288 3.65615 3.42804
C 5.71363 0.89746 -2.80759
C 4.28923 0.44576 -2.79983
O 4.39275 -0.95950 -2.92880
C 5.63152 -1.30959 -2.47433
O 5.99601 -2.45781 -2.28350
O 6.40827 -0.20758 -2.26049
H 5.86982 1.79298 -2.19990
H 6.08769 1.08421 -3.81966
H 3.78206 0.67809 -1.85745
H 3.71368 0.86991 -3.62718
C -0.44156 -3.00553 -3.94252
C -0.12060 -2.37201 -5.25729
O -1.01654 -3.00513 -6.15093
C -2.06769 -3.45634 -5.40585
O -3.10279 -3.90087 -5.87345
O -1.80975 -3.34426 -4.07004
H -0.28798 -2.32245 -3.10260
H 0.13422 -3.92034 -3.76738
H -0.31853 -1.29493 -5.26184
H 0.91587 -2.54420 -5.56018
C 8.50133 -3.20470 -4.35919
C 9.60526 -2.37211 -3.79251
O 10.70108 -2.66533 -4.63828
C 10.18218 -3.09410 -5.82595
O 10.83682 -3.27089 -6.83979
O 8.83574 -3.29806 -5.73120
H 7.52034 -2.73926 -4.23010
H 8.47617 -4.21270 -3.93213
H 9.39154 -1.29956 -3.84947
H 9.83420 -2.63434 -2.75594
C -4.39867 3.41151 10.01648
C -3.29474 4.24410 10.58316
O -2.19892 3.95088 9.73740
C -2.71782 3.52212 8.54972
O -2.06318 3.34532 7.53588
O -4.06426 3.31815 8.64448
H -5.37966 3.87696 10.14557
H -4.42383 2.40351 10.44354
H -3.50846 5.31666 10.52621
H -3.06580 3.98187 11.61973
C -1.31936 -6.34030 0.78414
C -0.04546 -6.10566 0.03908
O 0.44340 -4.90264 0.60110
C -0.10706 -4.79352 1.84559
O 0.22688 -3.96509 2.67617
O -1.07867 -5.73260 2.03942
H -1.54138 -7.40417 0.90469
H -2.17657 -5.84891 0.31211
H 0.68992 -6.89940 0.20788
H -0.20706 -5.99377 -1.03657
C -7.02086 -2.99618 -4.18031
C -5.82887 -2.30120 -4.75403
O -5.95595 -0.97962 -4.26474
C -6.71697 -1.04672 -3.13337
O -6.88572 -0.11812 -2.36076
O -7.26328 -2.28818 -2.97910
H -6.82818 -4.05283 -3.97535
H -7.90312 -2.91337 -4.82361
H -4.88497 -2.72291 -4.39278
H -5.82742 -2.31160 -5.84744
```